{"formula": "CH11NO5", "method": "ωB97M-V with the def2-TZVPD basis set", "species": ["C", "N", "O", "H", "H", "H", "H", "H", "O", "H", "H", "O", "H", "H", "O", "H", "H", "O"], "positions_angstrom": [[-1.3717, -0.7583, -1.8878], [-1.4115, -1.5503, -0.7640], [-1.4765, 0.4847, -2.0871], [-1.2585, -1.3424, -2.7521], [-1.6191, -2.5702, -0.9870], [-0.7230, -1.4657, 0.0109], [1.4444, -1.9004, 2.7136], [1.2008, -0.5868, 1.8464], [0.8007, -1.5369, 1.9541], [2.1730, 1.7413, 1.8806], [1.9821, 1.1831, 0.3833], [2.2567, 0.8793, 1.3052], [-0.6355, 1.3404, 1.0219], [-1.7941, 0.8853, 0.3089], [-1.3380, 0.6769, 1.1372], [0.0689, 2.1644, -1.3708], [0.7935, 0.7115, -1.5133], [0.9077, 1.6441, -1.2000]], "forces_ev_per_angstrom": [[-0.5473, 2.6047, -0.0865], [0.4465, -1.3177, 0.0554], [0.5425, -3.0208, 1.8635], [-0.2869, -1.0612, -1.6788], [0.7784, 2.0260, 0.2663], [-1.1354, 0.5368, -0.2640], [-2.2765, 1.0311, -2.6466], [-0.9499, -2.1112, 0.0332], [3.2214, 1.0258, 2.4047], [0.2715, -2.5341, -1.7568], [0.2627, -0.2850, 1.4312], [-0.6897, 2.9512, 0.3601], [0.1511, -0.4155, 0.6268], [-0.5090, -0.5247, -0.0014], [0.4226, 1.0213, -0.6837], [1.3350, -1.5283, 0.0317], [-0.4452, 1.6102, 0.1895], [-0.5918, -0.0086, -0.1447]], "mulliken_charge": [-0.06, -0.35, -0.57, 0.45, 0.28, 0.25, 0.31, 0.39, -0.68, 0.33, 0.37, -0.73, 0.31, 0.31, -0.60, 0.32, 0.32, -0.66], "de_lowest_kj_mol": 159.6, "e_tot_ev": -12942.477, "lumo_energy_ha": 0.0164, "largest_force_ev_per_a": 4.149, "smiles": "NC=O.O.O.O.O"}